[1]
Computed, not measured: C4H4BrNO in the gas phase at a distorted geometry, with the ωB97M-V functional and the def2-TZVPD basis.

Element x y z (Å)
Br 3.087 -0.475 0.799
O 0.995 -0.376 -0.783
N -0.813 0.813 0.819
C 1.265 -0.834 0.418
C -0.143 0.364 1.727
C -0.973 0.829 -0.446
C -0.380 -0.362 -1.154
H -1.346 1.692 -0.960
H -0.856 -1.295 -0.832
H -0.418 -0.261 -2.238
H -0.417 -0.094 2.649

The calculation puts the LUMO energy at 0.07 eV. As for the HOMO-LUMO gap: 8.038 eV. The energy comes out at -2858.64353 a.u. The largest force on an atom comes out at 0.0258 hartree/bohr. Its energy relative to the best compared isomer or geometry (same formula, charge and spin) is 461.1 kJ/mol. Its total charge is 0.

---

[2]
Computed, not measured: 2 unconnected molecules or ions with the total composition C4H4BrNOS at a distorted geometry, with the ωB97M-V functional and the def2-TZVPD basis.

Element x y z (Å)
Br -1.949 -2.789 -0.351
S -2.351 0.066 0.850
O 1.941 -0.846 0.825
N -0.688 0.969 -0.895
C -1.346 1.298 0.157
C 2.646 0.087 0.761
C -0.794 -0.343 -1.163
C -1.704 -0.982 -0.348
H 3.677 -0.010 1.254
H -0.269 -0.784 -1.928
H -1.319 2.341 0.440
H 2.155 0.993 0.399

The SMILES is Brc1cncs1.C=O. The calculation puts the LUMO energy at 0.71 eV. As for the HOMO-LUMO gap: 9.671 eV. The energy comes out at -3256.95765 a.u. The largest force on an atom comes out at 0.0663 hartree/bohr. Its energy relative to the best compared isomer or geometry (same formula, charge and spin) is 126.4 kJ/mol. Its total charge is 0.

---

[3]
Computed, not measured: C4H4Cl2N2 in the gas phase at a distorted geometry, with the ωB97M-V functional and the def2-TZVPD basis.

Element x y z (Å)
Cl -1.574 -2.189 1.847
Cl -1.434 -2.379 -1.613
N 0.371 0.594 0.054
N 1.166 1.730 0.106
C -0.733 -1.193 -0.565
C -0.066 0.008 1.163
C 0.017 -0.101 -1.038
C -0.787 -1.064 0.781
H 2.036 1.524 -0.387
H 0.661 2.392 -0.475
H 0.066 0.443 2.127
H 0.278 0.234 -1.999

The SMILES is Nn1cc(Cl)c(Cl)c1. The calculation puts the LUMO energy at 0.68 eV. As for the HOMO-LUMO gap: 9.351 eV. The energy comes out at -1184.67233 a.u. The largest force on an atom comes out at 0.0710 hartree/bohr. Its energy relative to the best compared isomer or geometry (same formula, charge and spin) is 15.3 kJ/mol. Its total charge is 0.

---

[4]
Computed, not measured: a molecular structure, C4H4Cl2N2O3RhSTm at a distorted geometry, with the ωB97M-V functional and the def2-TZVPD basis.

Element x y z (Å)
Tm -0.216 0.359 0.023
Rh 1.158 -6.838 -0.033
Cl -0.538 -6.538 1.477
Cl -0.135 0.763 -2.341
S -1.273 2.585 0.125
O 1.656 3.486 0.185
O 3.375 -7.064 -1.978
O 1.599 -9.671 0.853
N -1.939 4.933 1.374
N -1.032 5.291 -0.723
C 2.496 -6.960 -1.235
C 1.027 2.497 0.175
C -1.342 4.455 0.279
C 1.406 -8.561 0.511
H -0.564 4.875 -1.527
H -2.105 4.215 2.080
H -2.276 5.887 1.527
H -1.298 6.285 -0.772

The calculation puts the LUMO energy (alpha / beta) at -16.22 / -18.80 eV. As for the HOMO-LUMO gap (alpha / beta): 2.582 / 2.803 eV. The energy comes out at -3002.53309 a.u. The largest force on an atom comes out at 0.2178 hartree/bohr. Its energy relative to the best compared isomer or geometry (same formula, charge and spin) is 60.3 kJ/mol. Its total charge is +4. The spin multiplicity is 7.